Entry a
{
  "formula": "C5H10O",
  "method": "ωB97M-V with the def2-TZVPD basis set",
  "elements": ["O", "C", "C", "C", "C", "C", "H", "H", "H", "H", "H", "H", "H", "H", "H", "H"],
  "xyz": [[-2.354, 0.120, -0.170], [-0.989, 0.189, -0.527], [-0.212, -1.153, -0.373], [1.003, -0.778, 0.480], [1.285, 0.659, 0.029], [-0.120, 1.245, 0.210], [-2.440, -0.473, 0.587], [-1.003, 0.481, -1.583], [-0.830, -1.940, 0.079], [0.100, -1.527, -1.357], [1.839, -1.480, 0.432], [0.676, -0.712, 1.526], [2.078, 1.152, 0.597], [1.574, 0.681, -1.033], [-0.327, 1.284, 1.291], [-0.279, 2.251, -0.188]],
  "mulliken_charge": [-0.54, 0.15, -0.78, -0.52, -0.57, -0.70, 0.32, 0.27, 0.37, 0.23, 0.34, 0.25, 0.33, 0.26, 0.27, 0.31],
  "homo_energy_ev": -10.0,
  "total_charge": 0,
  "orbital_gap_ev": 11.005
}



Entry b
{
  "formula": "C5H10O",
  "method": "ωB97M-V with the def2-TZVPD basis set",
  "elements": ["C", "C", "C", "O", "C", "C", "H", "H", "H", "H", "H", "H", "H", "H", "H", "H"],
  "xyz": [[1.344, 0.657, 0.540], [0.114, -0.222, 0.866], [-1.049, 0.772, 1.099], [-1.318, 0.760, -0.303], [-0.699, -0.550, -0.392], [0.001, -0.904, -1.689], [2.071, 0.656, 1.353], [0.959, 1.654, 0.404], [1.878, 0.408, -0.387], [0.274, -1.042, 1.579], [-0.738, 1.747, 1.490], [-1.926, 0.425, 1.666], [-1.457, -1.324, -0.172], [-0.713, -0.991, -2.512], [0.498, -1.877, -1.575], [0.760, -0.170, -1.968]],
  "mulliken_charge": [-1.39, 0.29, -0.69, -0.44, 0.30, -1.41, 0.32, 0.36, 0.32, 0.43, 0.31, 0.27, 0.31, 0.36, 0.33, 0.35],
  "homo_energy_ev": -9.6,
  "total_charge": 0,
  "orbital_gap_ev": 10.805
}



Entry c
{
  "formula": "C5H10O",
  "method": "ωB97M-V with the def2-TZVPD basis set",
  "elements": ["C", "C", "C", "C", "C", "O", "H", "H", "H", "H", "H", "H", "H", "H", "H", "H"],
  "xyz": [[1.762, 0.162, 0.512], [0.937, 0.305, -0.769], [-0.548, 0.154, -0.514], [-0.969, -1.224, 0.071], [-1.337, 1.036, 0.348], [-1.482, 0.465, -1.447], [1.655, -0.833, 0.958], [1.460, 0.899, 1.267], [2.825, 0.316, 0.307], [1.218, -0.468, -1.494], [1.128, 1.274, -1.241], [-0.648, -1.976, -0.644], [-0.539, -1.394, 1.061], [-2.066, -1.278, 0.148], [-1.857, 1.929, 0.068], [-1.572, 0.636, 1.349]],
  "mulliken_charge": [-1.15, -0.59, 1.55, -1.71, -0.86, -0.65, 0.31, 0.30, 0.37, 0.29, 0.33, 0.38, 0.43, 0.44, 0.32, 0.25],
  "homo_energy_ev": [-9.5, -9.5],
  "total_charge": 0,
  "orbital_gap_ev": [9.172, 9.162]
}



Q: Which of them is the least stable? A: entry c.



Entry a
{
  "formula": "C5H10O",
  "method": "ωB97M-V with the def2-TZVPD basis set",
  "elements": ["C", "C", "C", "O", "C", "C", "H", "H", "H", "H", "H", "H", "H", "H", "H", "H"],
  "xyz": [[-0.148, -0.909, -1.472], [0.565, -0.671, -0.154], [1.501, 0.528, 0.037], [1.009, 0.736, 1.369], [-0.153, -0.073, 1.077], [-1.360, 0.814, 0.831], [-0.841, -1.756, -1.396], [0.572, -1.146, -2.264], [-0.722, -0.035, -1.799], [1.089, -1.582, 0.160], [1.255, 1.378, -0.620], [2.582, 0.354, 0.007], [-0.361, -0.782, 1.889], [-1.607, 1.343, 1.757], [-2.236, 0.236, 0.516], [-1.144, 1.565, 0.062]],
  "mulliken_charge": [-1.41, 0.22, -0.55, -0.46, 0.37, -1.34, 0.33, 0.38, 0.30, 0.31, 0.26, 0.30, 0.33, 0.35, 0.31, 0.29],
  "homo_energy_ev": -9.5,
  "total_charge": 0,
  "orbital_gap_ev": 10.642
}



Entry b
{
  "formula": "C5H10O",
  "method": "ωB97M-V with the def2-TZVPD basis set",
  "elements": ["C", "C", "C", "H", "H", "H", "H", "H", "H", "C", "C", "O", "H", "H", "H", "H"],
  "xyz": [[2.800, -0.151, 0.311], [1.534, 0.238, 0.273], [0.963, 1.179, -0.752], [3.189, -0.864, 1.019], [3.557, 0.267, -0.347], [0.885, -0.189, 1.031], [0.653, 0.638, -1.644], [1.719, 1.921, -1.012], [0.121, 1.725, -0.329], [-2.101, -1.233, -0.664], [-2.214, -0.707, 0.544], [-2.455, 0.633, 0.752], [-1.957, -2.297, -0.765], [-2.135, -0.617, -1.552], [-2.196, -1.311, 1.445], [-2.363, 0.768, 1.688]],
  "mulliken_charge": [-0.84, 0.17, -0.98, 0.26, 0.26, 0.26, 0.20, 0.41, 0.25, -0.70, 0.04, -0.48, 0.25, 0.26, 0.29, 0.34],
  "homo_energy_ev": -9.2,
  "total_charge": 0,
  "orbital_gap_ev": 10.006
}



Q: Which of them is the least stable? A: entry b.



Entry a
{
  "formula": "C5H10O",
  "method": "ωB97M-V with the def2-TZVPD basis set",
  "elements": ["C", "C", "C", "O", "C", "C", "H", "H", "H", "H", "H", "H", "H", "H", "H", "H"],
  "xyz": [[-2.291, 0.751, 0.012], [-1.405, -0.503, -0.196], [-0.021, -0.123, 0.314], [0.051, 0.795, 1.106], [1.281, -0.794, -0.107], [2.397, 0.252, -0.057], [-3.346, 0.548, -0.168], [-2.190, 1.120, 1.042], [-1.963, 1.587, -0.618], [-1.352, -0.943, -1.209], [-1.806, -1.316, 0.425], [1.219, -1.289, -1.083], [1.476, -1.586, 0.630], [2.349, 0.773, 0.901], [3.388, -0.190, -0.179], [2.252, 1.005, -0.840]],
  "mulliken_charge": [-1.08, -0.33, 0.43, -0.56, -0.29, -1.11, 0.36, 0.27, 0.29, 0.30, 0.24, 0.30, 0.25, 0.28, 0.35, 0.29],
  "homo_energy_ev": -9.6,
  "total_charge": 0,
  "orbital_gap_ev": 10.530
}



Entry b
{
  "formula": "C5H10O",
  "method": "ωB97M-V with the def2-TZVPD basis set",
  "elements": ["C", "C", "O", "C", "C", "C", "H", "H", "H", "H", "H", "H", "H", "H", "H", "H"],
  "xyz": [[2.428, 0.227, -0.486], [1.362, -0.244, 0.491], [0.203, 0.569, 0.466], [-0.974, -0.166, 0.326], [-2.354, 0.211, 0.683], [-1.774, 0.019, -0.871], [3.316, -0.407, -0.379], [2.718, 1.262, -0.288], [2.081, 0.160, -1.523], [1.101, -1.287, 0.255], [1.746, -0.224, 1.516], [-0.873, -1.236, 0.556], [-2.850, -0.404, 1.454], [-2.702, 1.236, 0.749], [-1.663, -0.741, -1.655], [-1.766, 1.024, -1.293]],
  "mulliken_charge": [-1.15, -0.20, -0.39, 0.42, -0.74, -0.74, 0.35, 0.28, 0.28, 0.32, 0.27, 0.27, 0.25, 0.26, 0.26, 0.25],
  "homo_energy_ev": -9.1,
  "total_charge": 0,
  "orbital_gap_ev": 10.335
}



Q: Which of them is the least stable? A: entry b.



Entry a
{
  "formula": "C5H10O",
  "method": "ωB97M-V with the def2-TZVPD basis set",
  "elements": ["C", "C", "C", "C", "C", "O", "H", "H", "H", "H", "H", "H", "H", "H", "H", "H"],
  "xyz": [[-1.499, 0.289, -1.492], [-1.587, 0.614, -0.206], [-0.409, 0.961, 0.715], [0.265, -0.384, 1.097], [1.204, -0.811, 0.006], [2.312, 0.105, -0.229], [-2.335, -0.262, -1.914], [-0.850, 0.824, -2.185], [-2.468, 0.369, 0.390], [-0.831, 1.555, 1.522], [0.361, 1.480, 0.136], [0.893, -0.248, 1.994], [-0.427, -1.198, 1.336], [0.724, -1.059, -0.937], [1.688, -1.732, 0.360], [2.961, -0.503, -0.593]],
  "mulliken_charge": [-0.81, -0.10, -0.70, -0.56, -0.51, -0.52, 0.25, 0.31, 0.29, 0.30, 0.36, 0.33, 0.35, 0.32, 0.37, 0.31],
  "homo_energy_ev": -9.4,
  "total_charge": 0,
  "orbital_gap_ev": 10.390
}



Entry b
{
  "formula": "C5H10O",
  "method": "ωB97M-V with the def2-TZVPD basis set",
  "elements": ["C", "C", "C", "C", "C", "O", "H", "H", "H", "H", "H", "H", "H", "H", "H", "H"],
  "xyz": [[1.590, 1.292, 0.682], [0.427, 1.079, -0.287], [-0.454, -0.057, 0.156], [-1.612, -0.615, -0.641], [-1.258, -1.978, -0.044], [0.332, -1.374, -0.096], [2.181, 0.375, 0.790], [1.230, 1.579, 1.678], [2.262, 2.078, 0.328], [-0.172, 1.995, -0.368], [0.792, 0.839, -1.290], [-0.740, 0.014, 1.215], [-2.610, -0.296, -0.333], [-1.473, -0.406, -1.719], [-1.247, -2.794, -0.770], [0.752, -1.731, 0.700]],
  "mulliken_charge": [-1.14, -0.36, 0.00, -0.38, -0.53, -0.42, 0.28, 0.31, 0.35, 0.27, 0.28, 0.24, 0.31, 0.26, 0.13, 0.39],
  "homo_energy_ev": -7.2,
  "total_charge": 0,
  "orbital_gap_ev": 7.988
}



Q: Which of them is the least stable? A: entry b.



Entry a
{
  "formula": "C5H4O",
  "method": "ωB97M-V with the def2-TZVPD basis set",
  "elements": ["O", "C", "C", "C", "H", "H", "C", "C", "H", "H"],
  "xyz": [[-0.949, -1.233, 2.419], [-1.432, -0.553, 1.454], [-1.738, -0.299, 0.020], [-1.400, 0.706, 0.969], [-1.072, -2.166, 2.292], [-1.395, 1.721, 1.084], [2.554, 0.588, -2.221], [1.450, 0.296, -1.845], [3.520, 0.496, -2.675], [0.461, 0.445, -1.497]],
  "mulliken_charge": [-0.42, 0.60, -0.88, -0.04, 0.37, 0.37, -0.31, -0.34, 0.33, 0.32],
  "homo_energy_ev": -9.2,
  "total_charge": 0,
  "orbital_gap_ev": 9.636
}



Entry b
{
  "formula": "C5H4O",
  "method": "ωB97M-V with the def2-TZVPD basis set",
  "elements": ["C", "C", "C", "C", "C", "O", "H", "H", "H", "H"],
  "xyz": [[1.919, -1.047, 0.146], [0.643, -0.909, -0.194], [-0.572, -0.354, 0.027], [-1.833, -0.931, -0.019], [-0.418, 1.099, 0.200], [0.595, 1.787, -0.133], [3.172, -1.042, 0.039], [-2.558, 0.078, -0.030], [-2.189, -1.913, -0.088], [-1.621, 1.439, 0.190]],
  "mulliken_charge": [-0.33, -0.21, 0.57, -0.62, 0.27, -0.46, 0.30, 0.02, 0.40, 0.07],
  "homo_energy_ev": -9.4,
  "total_charge": 0,
  "orbital_gap_ev": 8.518
}



Entry c
{
  "formula": "C5H4O",
  "method": "ωB97M-V with the def2-TZVPD basis set",
  "elements": ["C", "C", "C", "C", "C", "O", "H", "H", "H", "H"],
  "xyz": [[-0.100, 1.334, 3.083], [-0.324, 1.022, 1.944], [-0.183, 0.542, 0.669], [-0.003, 0.114, -0.436], [0.169, -0.437, -1.760], [-0.472, -1.680, -1.926], [0.123, 1.601, 4.076], [-0.292, 0.247, -2.467], [1.241, -0.489, -1.964], [-0.160, -2.254, -1.219]],
  "mulliken_charge": [-0.41, -0.08, 0.23, -0.13, -0.35, -0.50, 0.40, 0.27, 0.24, 0.32],
  "homo_energy_ev": -9.5,
  "total_charge": 0,
  "orbital_gap_ev": 10.232
}



Q: Which of them is the least stable? A: entry a.



Entry a
{
  "formula": "C5H12NSe",
  "method": "ωB97M-V with the def2-TZVPD basis set",
  "elements": ["C", "C", "C", "C", "C", "N", "Se", "H", "H", "H", "H", "H", "H", "H", "H", "H", "H", "H", "H"],
  "xyz": [[0.027, 1.689, -0.123], [1.574, 1.649, 0.092], [0.166, -0.720, -0.196], [-0.013, -1.997, -0.972], [-1.242, -0.911, 1.951], [-0.295, 0.508, -1.013], [1.982, -0.312, 0.214], [-0.395, 1.625, 0.826], [-0.225, 2.568, -0.620], [1.952, 2.109, -0.720], [1.759, 2.111, 1.035], [0.288, -1.882, -2.114], [-1.055, -2.118, -1.138], [0.496, -2.810, -0.588], [-0.709, -1.737, 2.470], [-2.236, -1.074, 1.469], [-1.099, 0.036, 2.541], [-1.268, 0.641, -1.363], [0.294, 0.625, -1.754]],
  "mulliken_charge": [-0.59, -0.82, 0.11, -1.25, -0.71, -0.22, 0.14, 0.28, 0.43, 0.48, 0.41, 0.33, 0.37, 0.42, 0.32, 0.30, 0.31, 0.38, 0.31],
  "homo_energy_ev": [-12.3, -12.2],
  "total_charge": 1,
  "orbital_gap_ev": [7.838, 8.358]
}



Entry b
{
  "formula": "C5H12NSe",
  "method": "ωB97M-V with the def2-TZVPD basis set",
  "elements": ["C", "C", "C", "C", "C", "N", "Se", "H", "H", "H", "H", "H", "H", "H", "H", "H", "H", "H", "H"],
  "xyz": [[0.195, 2.387, 0.214], [1.330, 3.030, 0.336], [0.696, -0.087, -0.203], [0.202, -0.062, -1.614], [-1.449, -3.161, 0.736], [0.142, 0.991, 0.636], [1.955, -1.194, 0.418], [-0.661, -2.316, 0.779], [-0.696, 2.887, 0.027], [2.192, 2.546, 0.545], [1.325, 3.997, -0.187], [1.045, 0.451, -2.218], [-0.694, 0.581, -1.913], [-0.081, -1.115, -2.042], [-1.277, -4.005, 1.458], [-1.488, -3.691, -0.222], [-2.556, -2.846, 0.779], [0.629, 0.785, 1.570], [-0.810, 0.820, 0.899]],
  "mulliken_charge": [-0.22, -0.70, -0.09, -1.12, -0.75, -0.01, 0.22, -0.03, 0.40, 0.37, 0.28, 0.35, 0.34, 0.32, 0.29, 0.25, 0.26, 0.46, 0.38],
  "homo_energy_ev": -13.5,
  "total_charge": 1,
  "orbital_gap_ev": 8.092
}



Q: Which of them is the least stable? A: entry a.



Entry a
{
  "formula": "CCl3F2N",
  "method": "ωB97M-V with the def2-TZVPD basis set",
  "elements": ["F", "C", "Cl", "N", "Cl", "F", "Cl"],
  "xyz": [[0.079, -0.530, 1.070], [0.697, -0.938, -0.012], [1.147, -2.653, 0.046], [1.249, -0.293, -0.915], [0.877, 1.374, -0.912], [-2.318, 1.093, -0.335], [-1.733, 1.947, 1.057]],
  "mulliken_charge": [-0.14, 0.56, -0.12, -0.23, -0.06, -0.20, 0.19],
  "homo_energy_ev": -10.8,
  "total_charge": 0,
  "orbital_gap_ev": 8.913
}



Entry b
{
  "formula": "CCl3F2N",
  "method": "ωB97M-V with the def2-TZVPD basis set",
  "elements": ["C", "N", "F", "F", "Cl", "Cl", "Cl"],
  "xyz": [[0.355, 0.208, 0.296], [-0.273, -0.792, -0.333], [0.067, 0.264, 1.616], [-0.338, -0.683, -1.674], [0.281, 1.871, -0.520], [2.218, -0.402, 0.260], [-2.662, 0.293, 0.257]],
  "mulliken_charge": [0.57, -0.21, -0.11, -0.03, -0.07, -0.14, -0.02],
  "homo_energy_ev": [-11.7, -11.6],
  "total_charge": 0,
  "orbital_gap_ev": [8.511, 7.642]
}



Q: Which of them is the least stable? A: entry b.



Entry a
{
  "formula": "C3H13NO2S2",
  "method": "ωB97M-V with the def2-TZVPD basis set",
  "elements": ["C", "S", "S", "C", "C", "N", "H", "H", "H", "H", "H", "H", "H", "H", "H", "O", "H", "H", "O", "H", "H"],
  "xyz": [[2.282, 0.832, -2.334], [1.503, -0.641, -1.690], [-0.478, -0.459, -1.839], [-1.059, 0.806, -0.775], [-0.981, 0.743, 0.860], [-2.203, 1.466, 1.581], [3.244, 0.657, -2.873], [1.877, 1.678, -2.924], [2.629, 1.469, -1.518], [-2.110, 1.088, -0.938], [-0.359, 1.692, -1.017], [-0.031, 1.005, 1.260], [-1.196, -0.460, 1.063], [-1.957, 2.550, 1.591], [-3.069, 1.354, 0.932], [-1.611, -1.526, 3.529], [-2.532, -2.007, 3.305], [-1.867, -0.665, 2.982], [1.687, -0.337, 2.829], [1.572, -0.038, 3.721], [0.760, -0.369, 2.448]],
  "mulliken_charge": [-0.97, -0.05, -0.09, -0.61, -0.47, -0.65, 0.33, 0.37, 0.33, 0.31, 0.22, 0.45, 0.22, 0.27, 0.27, -0.67, 0.33, 0.34, -0.64, 0.32, 0.36],
  "homo_energy_ev": -8.7,
  "total_charge": 0,
  "orbital_gap_ev": 9.126
}



Entry b
{
  "formula": "C3H13NO2S2",
  "method": "ωB97M-V with the def2-TZVPD basis set",
  "elements": ["S", "S", "C", "C", "C", "N", "H", "H", "H", "H", "H", "H", "H", "H", "H", "H", "H", "O", "H", "H", "O"],
  "xyz": [[0.711, -1.775, 1.549], [0.882, 2.210, -1.640], [-0.131, 1.850, -0.294], [-1.228, 0.779, -0.445], [-0.552, -0.374, -1.253], [-1.412, -1.485, -1.288], [0.327, -3.054, 1.457], [-0.647, 2.795, -0.023], [0.461, 1.580, 0.574], [-2.096, 1.073, -1.037], [-1.540, 0.530, 0.564], [0.389, -0.606, -0.683], [-0.198, 0.046, -2.196], [-1.231, -2.138, -0.538], [-1.581, -1.879, -2.199], [-0.195, 0.411, 2.434], [-0.190, 1.393, 3.544], [-0.685, 1.142, 2.824], [3.518, -0.280, -0.531], [2.544, -1.311, 0.005], [2.854, -0.907, -0.824]],
  "mulliken_charge": [-0.52, 0.00, -0.39, -0.42, -0.26, -0.44, 0.07, 0.40, 0.22, 0.34, 0.27, -0.10, 0.51, 0.21, 0.23, 0.20, 0.28, -0.58, 0.31, 0.28, -0.61],
  "homo_energy_ev": -7.9,
  "total_charge": 0,
  "orbital_gap_ev": 3.335
}



Q: Which of them is the least stable? A: entry b.